{
  "formula": "C26H79N17O11",
  "method": "ωB97M-V/def2-TZVPD",
  "smiles": "COC[C@H](C)N.COC[C@H](C)N.COC[C@H](C)N.COC[C@H](C)N.COC[C@H](C)N.NC(N)=O.NC(N)=O.NC(N)=O.NC(N)=O.NC(N)=O.NC(N)=O",
  "spin_multiplicity": 1,
  "e_above_lowest_ev": 5.272,
  "e_homo_ev": -9.1063,
  "species": ["C", "O", "N", "N", "H", "H", "H", "H", "C", "O", "N", "N", "H", "H", "H", "H", "C", "O", "N", "N", "H", "H", "H", "H", "C", "O", "N", "N", "H", "H", "H", "H", "C", "O", "N", "N", "H", "H", "H", "H", "C", "O", "N", "N", "H", "H", "H", "H", "C", "C", "C", "O", "C", "N", "H", "H", "H", "H", "H", "H", "H", "H", "H", "H", "H", "C", "C", "C", "O", "C", "N", "H", "H", "H", "H", "H", "H", "H", "H", "H", "H", "H", "C", "C", "C", "O", "C", "N", "H", "H", "H", "H", "H", "H", "H", "H", "H", "H", "H", "C", "C", "C", "O", "C", "N", "H", "H", "H", "H", "H", "H", "H", "H", "H", "H", "H", "C", "C", "C", "O", "C", "N", "H", "H", "H", "H", "H", "H", "H", "H", "H", "H", "H"],
  "coordinates": [[0.068, 3.248, -3.540], [0.843, 2.909, -4.422], [0.159, 4.232, -2.679], [-1.028, 2.609, -3.260], [0.885, 4.899, -2.895], [-0.331, 4.353, -1.806], [-1.374, 1.930, -3.923], [-1.657, 2.873, -2.516], [-4.199, -1.541, -0.027], [-3.801, -1.191, 1.063], [-4.246, -0.709, -1.008], [-4.476, -2.758, -0.392], [-3.971, 0.236, -0.783], [-4.583, -0.981, -1.919], [-4.201, -3.385, 0.350], [-4.616, -2.968, -1.369], [1.882, -2.824, -3.706], [1.177, -2.589, -4.686], [1.696, -2.651, -2.456], [3.021, -3.485, -3.786], [0.791, -2.233, -2.288], [2.318, -2.809, -1.678], [3.567, -3.675, -2.959], [3.310, -3.765, -4.712], [-2.532, -3.089, 4.142], [-1.835, -3.701, 4.970], [-3.312, -2.038, 4.459], [-2.406, -3.326, 2.926], [-3.526, -1.758, 5.405], [-3.893, -1.668, 3.721], [-1.858, -4.124, 2.641], [-2.787, -2.635, 2.295], [-1.687, -0.064, -5.172], [-2.144, 0.998, -5.546], [-2.286, -0.865, -4.301], [-0.509, -0.511, -5.571], [-1.862, -1.695, -3.910], [-3.215, -0.666, -3.963], [-0.026, 0.087, -6.226], [-0.102, -1.408, -5.347], [4.299, 5.041, 1.530], [4.715, 5.945, 2.246], [5.136, 4.288, 0.874], [3.129, 4.417, 1.635], [6.128, 4.458, 0.947], [4.818, 3.419, 0.471], [2.962, 3.882, 0.792], [2.441, 5.046, 2.023], [3.855, 0.342, 7.167], [2.656, 1.216, 7.432], [1.606, 1.287, 6.284], [2.075, 1.641, 4.961], [2.559, 2.889, 4.849], [2.063, 0.771, 8.684], [3.448, -0.598, 6.793], [4.532, 0.431, 8.016], [4.455, 0.809, 6.386], [3.076, 2.221, 7.492], [0.721, 1.894, 6.476], [1.168, 0.309, 6.078], [1.771, 3.600, 5.101], [2.875, 3.165, 3.843], [3.405, 3.051, 5.519], [1.940, -0.230, 8.618], [2.854, 0.840, 9.309], [3.291, 0.762, -1.835], [3.899, 2.136, -1.719], [4.388, 2.638, -3.090], [5.290, 3.723, -2.875], [6.000, 4.183, -4.026], [2.897, 2.982, -1.103], [2.371, 0.837, -2.416], [3.030, 0.440, -0.827], [3.902, 0.048, -2.389], [4.740, 2.018, -1.034], [3.490, 2.770, -3.694], [5.005, 1.822, -3.467], [6.550, 3.427, -4.588], [6.794, 4.903, -3.829], [5.235, 4.664, -4.637], [3.151, 3.879, -1.496], [2.029, 2.806, -1.592], [-1.184, -2.382, -0.310], [-0.765, -0.911, -0.196], [0.295, -0.388, 0.852], [0.125, 1.031, 0.993], [1.208, 1.524, 1.761], [-0.528, -0.362, -1.517], [-1.698, -2.620, 0.621], [-0.296, -3.014, -0.263], [-1.699, -2.742, -1.200], [-1.693, -0.371, -0.005], [1.318, -0.574, 0.521], [0.260, -1.011, 1.747], [1.273, 1.073, 2.751], [1.296, 2.609, 1.809], [2.152, 1.302, 1.260], [-0.683, 0.601, -1.254], [-1.296, -0.644, -2.110], [-2.631, -5.476, -2.769], [-1.266, -4.973, -3.121], [-0.568, -5.878, -4.200], [-0.668, -7.291, -3.900], [-0.004, -8.076, -4.826], [-1.301, -3.623, -3.691], [-3.352, -5.277, -3.562], [-2.952, -5.062, -1.813], [-2.699, -6.551, -2.603], [-0.639, -4.998, -2.229], [0.491, -5.615, -4.209], [-0.933, -5.677, -5.208], [0.274, -9.072, -4.481], [0.738, -7.515, -5.394], [-0.639, -8.502, -5.605], [-1.763, -3.740, -4.583], [-0.384, -3.380, -4.045], [-3.099, 3.291, 3.112], [-3.620, 1.874, 2.808], [-5.115, 1.860, 2.446], [-5.775, 2.481, 3.559], [-7.079, 2.778, 3.285], [-2.833, 1.511, 1.614], [-3.622, 3.775, 3.937], [-3.244, 3.896, 2.217], [-2.050, 3.298, 3.407], [-3.299, 1.317, 3.689], [-5.505, 0.851, 2.311], [-5.322, 2.424, 1.536], [-7.368, 3.298, 4.198], [-7.795, 1.998, 3.022], [-7.109, 3.475, 2.446], [-3.129, 0.559, 1.447], [-1.828, 1.465, 1.715]],
  "forces_ev_per_a": [[0.1, -1.5, -0.8], [0.6, 0.8, -0.1], [3.0, 4.4, 1.5], [-3.7, -3.4, 0.0], [0.0, 0.0, 0.4], [-0.1, -0.3, -0.5], [0.0, 0.0, -0.1], [0.2, 0.2, -0.4], [0.9, 0.3, 0.4], [0.1, -0.4, 2.5], [-0.2, 3.6, -3.0], [-0.7, -3.0, 0.8], [-0.2, 0.1, -0.4], [0.1, 0.5, 0.2], [-0.4, -0.9, -0.7], [0.2, -0.6, 0.5], [1.9, -1.6, -2.0], [-0.3, 0.3, 0.2], [-4.5, 2.5, 4.3], [3.0, -1.6, -2.6], [0.1, 0.6, 1.0], [-0.1, 0.0, -0.5], [0.1, -0.1, -0.7], [0.4, 0.0, 0.4], [1.9, 0.2, 7.4], [-0.9, 0.1, 0.3], [-1.3, 1.2, 0.0], [-0.1, -1.1, -7.2], [0.3, -0.4, -0.2], [-0.1, 0.2, 0.3], [0.0, 0.4, 0.0], [0.1, -0.4, -0.6], [0.4, 0.3, -0.5], [-0.8, 1.1, -0.2], [-1.9, -1.4, 2.1], [1.7, -0.1, -1.3], [0.1, -0.1, -0.2], [0.3, 0.3, -0.4], [0.0, -0.1, 0.2], [0.0, 0.3, 0.2], [2.0, 0.5, 3.5], [-0.8, 1.1, -0.4], [2.9, -1.9, -2.8], [-2.4, 0.6, 0.2], [-0.3, 0.1, -0.1], [0.3, 0.2, 0.0], [-1.2, -0.2, 0.0], [-0.5, -0.4, -0.3], [0.1, 1.1, -1.7], [-0.1, 0.7, -1.1], [-0.1, -0.9, -1.0], [-0.3, -2.8, 0.6], [0.5, 2.5, 0.3], [-0.2, 0.7, 0.1], [0.8, -0.5, 0.5], [-0.3, -1.0, 0.3], [0.0, -0.3, -0.5], [-0.4, 0.3, 0.7], [0.3, 0.5, 0.7], [0.2, -0.4, 0.4], [-0.1, 0.5, 0.3], [0.0, -0.6, -0.1], [0.2, 0.3, 0.0], [-0.3, -0.3, -0.1], [-0.2, 0.1, 0.7], [-0.5, -0.1, -0.5], [0.5, -0.9, -0.4], [1.2, -1.0, 1.3], [0.2, 0.3, 0.1], [-0.9, 0.2, -0.3], [0.3, 1.0, -0.3], [-0.3, -0.1, 0.0], [0.0, -0.4, -0.1], [0.3, -0.1, 0.4], [0.4, 0.4, -0.1], [0.2, 0.7, -0.5], [-0.2, -0.2, -0.6], [-0.5, -0.7, 0.0], [-0.4, 0.2, 0.9], [0.4, 0.1, -0.6], [-0.1, 0.9, 0.5], [-0.5, -0.3, 0.1], [1.8, -0.4, 1.7], [-1.6, 0.5, 0.0], [-0.7, -1.0, -1.6], [0.0, -1.0, 0.4], [1.2, 0.1, -0.1], [1.4, 0.3, -0.2], [-0.3, -0.2, -0.4], [0.3, -0.2, -0.1], [-0.3, 0.8, 0.0], [-0.1, -0.3, 1.6], [0.2, 0.0, -0.6], [-0.6, 0.6, 0.7], [-0.3, 0.2, 0.1], [-1.0, 0.0, 0.1], [0.2, -0.4, -0.2], [0.4, 0.7, -1.3], [-0.1, 0.2, -0.2], [-0.8, -0.4, 0.4], [0.9, -1.2, -1.3], [0.1, -0.8, 1.0], [-0.4, 1.2, 0.6], [-0.4, -1.1, -1.7], [-0.4, -0.2, 0.1], [-0.1, 0.3, 0.0], [-0.3, 0.4, -0.1], [0.5, -0.1, -0.2], [0.1, 0.2, 0.0], [0.2, 0.1, 0.0], [-0.5, 0.0, -0.1], [1.0, 0.5, 1.1], [0.6, -0.3, 0.4], [-1.0, 0.8, -0.5], [-0.7, 0.1, -0.2], [0.6, 0.2, 0.3], [-1.0, 0.4, 0.4], [1.9, 1.9, -0.8], [0.6, 0.2, 1.6], [1.3, -1.6, -0.7], [-0.9, 1.6, 0.3], [-1.4, -1.1, -0.3], [-0.2, -0.1, 0.0], [0.2, 0.1, 0.0], [0.1, -0.3, -0.3], [-0.8, -0.7, 0.1], [0.1, -0.3, -0.1], [0.3, 0.2, -0.2], [-0.8, 0.0, -0.2], [0.3, -0.7, 0.3], [-0.2, 0.4, -0.2], [0.3, -0.3, -0.5], [0.1, 0.3, 0.5]],
  "mulliken_charge": [0.704, -0.680, -0.395, -0.211, 0.239, 0.178, 0.021, 0.134, 0.232, -0.313, -0.246, -0.433, 0.238, 0.174, 0.265, 0.146, 0.600, -0.896, -0.172, -0.454, -0.019, 0.299, 0.123, 0.266, 0.450, -0.752, -0.282, -0.128, 0.187, 0.153, 0.172, -0.089, 0.424, -0.750, 0.037, -0.118, 0.012, 0.118, 0.221, 0.261, 0.469, -0.714, -0.230, -0.127, 0.216, 0.065, 0.159, 0.213, -1.325, 0.419, -0.986, -0.119, -0.510, -0.727, 0.357, 0.470, 0.241, 0.284, 0.467, 0.285, 0.344, -0.079, 0.275, 0.318, 0.320, -1.939, 0.621, -1.002, -0.275, -0.789, 0.179, 0.373, 0.153, 0.580, 0.173, 0.420, 0.499, 0.293, 0.247, 0.328, 0.402, -0.384, -0.304, 1.583, -1.294, -0.087, -1.126, 0.185, -0.715, 0.683, -0.021, -0.128, 0.410, 0.402, 0.626, 0.229, 0.137, 0.196, -0.205, -1.430, 0.492, -0.840, -0.397, -0.770, -0.259, 0.334, 0.178, 0.413, 0.180, 0.427, 0.437, 0.295, 0.300, 0.287, 0.389, -0.289, -1.681, 0.810, -0.713, -0.314, -0.823, -0.327, 0.396, 0.346, 0.389, 0.139, 0.338, 0.433, 0.261, 0.285, 0.357, -0.093, 0.205]
}